A cluster of 4 separate species, C2H12O3 in total, computed with ωB97M-V with the def2-TZVPD basis set.

Positions of all 17 atoms, in Å:
O -0.425 0.948 -1.684
O 0.974 -1.781 -1.076
O 2.030 0.381 0.286
C -2.192 0.362 1.225
C -0.694 0.152 1.530
H -2.813 -0.438 1.633
H -0.532 -0.071 2.590
H -0.348 -0.715 0.981
H -2.548 1.283 1.695
H 1.299 -1.434 -1.904
H -0.126 1.044 1.309
H 2.633 -0.026 0.923
H 0.324 1.251 -2.210
H -2.323 0.469 0.151
H 1.508 -0.400 0.033
H 0.020 -1.834 -1.236
H -0.150 1.343 -0.844

The multiplicity is 1. As for the HOMO energy: -0.4011 Ha. As for the strongest force on any atom: 1.36 eV/Å. Its structure (SMILES) is CC.O.O.O.

In elementary charge units, the Löwdin charges are:
1 O -0.06
2 O -0.05
3 O -0.09
4 C -0.15
5 C -0.17
6 H 0.06
7 H 0.07
8 H 0.04
9 H 0.06
10 H 0.05
11 H 0.05
12 H 0.05
13 H 0.05
14 H 0.05
15 H -0.03
16 H 0.06
17 H 0.02

***

A cluster of 4 separate species, C2H12O3S in total, computed with ωB97M-V with the def2-TZVPD basis set.

Positions of all 18 atoms, in Å:
S -1.722 -3.110 -2.575
O -1.716 4.579 3.977
O 4.433 0.694 2.234
O 2.705 2.468 4.031
C -1.328 -1.340 -2.733
C -2.757 -3.371 -4.052
H -1.025 -0.944 -1.769
H -0.910 4.138 4.265
H -0.368 -1.283 -3.266
H -2.093 -0.826 -3.287
H 4.850 -0.169 2.353
H -2.224 -3.968 -4.778
H -3.689 -3.817 -3.744
H 2.335 1.731 3.540
H -2.914 -2.402 -4.526
H 5.135 1.308 2.470
H 3.277 2.116 4.718
H -1.988 4.196 3.142

The multiplicity is 1. As for the HOMO energy: -0.3095 Ha. As for the strongest force on any atom: 2.02 eV/Å. Its structure (SMILES) is CSC.O.O.O.

In elementary charge units, the Löwdin charges are:
1 S 0.71
2 O -0.06
3 O -0.06
4 O -0.07
5 C -0.43
6 C -0.42
7 H 0.02
8 H 0.03
9 H 0.03
10 H 0.02
11 H 0.04
12 H 0.02
13 H 0.02
14 H 0.02
15 H 0.03
16 H 0.04
17 H 0.03
18 H 0.03

***

A cluster of 4 separate species, C2H12O3S in total, computed with ωB97M-V with the def2-TZVPD basis set.

Positions of all 18 atoms, in Å:
S -0.280 0.477 -0.356
O -3.017 -0.319 0.540
O 2.074 -1.448 1.288
O -0.929 -1.570 2.215
C 0.365 2.188 -1.170
C 1.329 -0.367 -1.440
H -0.241 2.944 -0.655
H 2.123 0.332 -1.035
H 0.260 2.068 -2.267
H -1.722 -1.626 2.757
H -2.108 -0.184 0.195
H 1.399 2.253 -0.927
H -1.153 -0.931 1.528
H 1.082 -0.134 -2.438
H -3.503 0.472 0.293
H 1.461 -1.402 -1.164
H 1.431 -1.641 1.990
H 1.429 -1.112 0.647

The multiplicity is 1. As for the HOMO energy: -0.3536 Ha. As for the strongest force on any atom: 5.10 eV/Å. Its structure (SMILES) is CSC.O.O.O.

In elementary charge units, the Löwdin charges are:
1 S 0.76
2 O -0.12
3 O -0.08
4 O -0.07
5 C -0.28
6 C -0.19
7 H 0.03
8 H 0.05
9 H 0.04
10 H 0.05
11 H -0.14
12 H 0.00
13 H -0.06
14 H 0.00
15 H 0.04
16 H 0.02
17 H 0.02
18 H -0.07

***

A cluster of 4 separate species, C2H12O3S2 in total, computed with ωB97M-V with the def2-TZVPD basis set.

Positions of all 19 atoms, in Å:
S 0.193 0.199 1.750
S 2.049 -0.553 2.286
O -4.627 -0.713 -4.607
O 1.117 1.144 -2.904
O 3.832 2.065 -3.653
C -1.108 -1.528 3.732
C -0.957 -0.105 3.147
H 1.675 1.506 -3.574
H 1.401 0.272 -2.641
H -3.931 -0.603 -3.973
H 4.154 1.749 -2.813
H -4.316 -1.548 -4.986
H 1.831 -0.307 3.638
H -1.071 -2.237 2.915
H -0.214 -1.536 4.366
H 4.228 2.932 -3.775
H -1.891 0.297 2.761
H -1.864 -1.652 4.497
H -0.502 0.618 3.831

The multiplicity is 1. As for the HOMO energy: -0.3038 Ha. As for the strongest force on any atom: 2.52 eV/Å. Its structure (SMILES) is CCSS.O.O.O.

In elementary charge units, the Löwdin charges are:
1 S 0.37
2 S 0.26
3 O -0.06
4 O -0.05
5 O -0.04
6 C -0.14
7 C -0.61
8 H -0.01
9 H 0.03
10 H 0.02
11 H 0.04
12 H 0.04
13 H -0.17
14 H 0.07
15 H 0.05
16 H 0.05
17 H 0.06
18 H 0.07
19 H 0.05

***

A cluster of 4 separate species, C2H12O3S2 in total, computed with ωB97M-V with the def2-TZVPD basis set.

Positions of all 19 atoms, in Å:
S -0.061 0.883 1.947
S 1.019 1.226 0.271
O 1.636 -2.247 1.638
O -1.456 -1.636 -2.259
O 1.787 -2.825 -1.613
C -1.655 1.319 1.301
C 0.233 2.687 -0.457
H 1.973 -2.563 -0.720
H -2.192 -1.459 -1.597
H -1.924 1.145 0.228
H -0.796 2.692 -0.868
H -1.841 2.406 1.491
H 0.335 3.473 0.274
H 1.695 -2.026 2.578
H 2.702 -2.797 -2.004
H -0.873 -2.345 -1.910
H 0.940 -1.724 1.233
H -2.511 0.823 1.835
H 0.991 2.967 -1.370

The multiplicity is 2. Its expectation value of S² is 0.7548. As for the HOMO energy (alpha / beta): -0.5169 / -0.5167 Ha. As for the strongest force on any atom: 3.42 eV/Å. As for the net charge: +1.

In elementary charge units, the Löwdin charges are:
1 S 0.70
2 S 0.71
3 O -0.05
4 O -0.10
5 O -0.06
6 C -0.45
7 C -0.39
8 H -0.02
9 H 0.06
10 H 0.07
11 H 0.07
12 H 0.07
13 H 0.04
14 H 0.05
15 H 0.08
16 H 0.03
17 H -0.02
18 H 0.08
19 H 0.13

***

A cluster of 5 separate species, C2H12O5 in total, computed with ωB97M-V with the def2-TZVPD basis set.

Positions of all 19 atoms, in Å:
O 2.897 -2.873 -1.109
O 0.878 0.430 -1.128
O -1.668 -0.812 -0.237
O -1.450 2.373 3.218
O 4.413 -0.341 -4.548
C -3.279 0.882 2.917
C -2.097 1.368 2.558
H 1.096 0.628 -0.213
H -1.684 1.147 1.583
H 3.203 -1.998 -1.367
H -3.716 0.034 2.425
H -3.805 1.264 3.784
H -0.084 0.474 -1.194
H 1.991 -2.939 -1.431
H 4.516 0.086 -5.406
H -1.189 -1.638 -0.383
H -1.925 2.525 4.045
H 4.200 0.402 -3.971
H -2.299 -1.014 0.460

The multiplicity is 1. As for the HOMO energy: -0.3459 Ha. As for the strongest force on any atom: 1.10 eV/Å. Its structure (SMILES) is C=CO.O.O.O.O.

In elementary charge units, the Löwdin charges are:
1 O -0.06
2 O -0.07
3 O -0.06
4 O 0.00
5 O -0.06
6 C 0.00
7 C -0.27
8 H 0.03
9 H 0.09
10 H 0.03
11 H 0.04
12 H 0.05
13 H 0.01
14 H 0.03
15 H 0.03
16 H 0.05
17 H 0.10
18 H 0.03
19 H 0.03

***

A cluster of 5 separate species, C2H12O5 in total, computed with ωB97M-V with the def2-TZVPD basis set.

Positions of all 19 atoms, in Å:
O -3.321 -1.150 0.721
O 0.938 -1.679 0.745
O 1.705 0.853 1.732
O 3.088 -0.896 -0.894
O -1.918 1.380 -0.212
C 0.007 0.627 -1.383
C -0.978 1.556 -1.213
H 1.218 -1.293 -0.084
H 1.112 0.900 2.494
H 3.048 -1.764 -1.317
H -0.932 2.606 -1.466
H 1.443 -1.268 1.461
H -2.014 0.414 -0.102
H -0.185 -0.407 -1.647
H 0.977 1.038 -1.689
H 3.924 -0.566 -1.261
H -3.917 -1.624 0.133
H -3.832 -0.617 1.332
H 1.195 1.266 1.025

The multiplicity is 1. As for the HOMO energy: -0.3124 Ha. As for the strongest force on any atom: 3.26 eV/Å. Its structure (SMILES) is C=CO.O.O.O.O.

In elementary charge units, the Löwdin charges are:
1 O -0.04
2 O -0.08
3 O -0.06
4 O -0.06
5 O -0.04
6 C -0.03
7 C -0.23
8 H -0.04
9 H 0.05
10 H 0.05
11 H 0.10
12 H 0.02
13 H 0.07
14 H 0.06
15 H 0.05
16 H 0.06
17 H 0.05
18 H 0.04
19 H 0.02

***

A cluster of 5 separate species, C2H12O5 in total, computed with ωB97M-V with the def2-TZVPD basis set.

Positions of all 19 atoms, in Å:
O -1.066 -0.603 0.470
O 1.227 1.934 -0.874
O 2.961 -1.428 0.489
O 0.533 -0.893 -2.208
O 1.019 1.130 2.070
C -3.228 -0.520 -0.471
C -2.042 0.089 -0.069
H 0.450 2.472 -1.070
H 1.282 1.962 0.093
H 1.171 -1.525 -1.849
H 1.342 0.219 2.042
H 2.894 -0.569 0.056
H 3.632 -1.284 1.166
H 0.081 1.053 1.886
H -4.206 -0.084 -0.384
H 0.682 -0.138 -1.629
H -2.026 1.132 0.251
H -1.530 -1.387 0.833
H -3.176 -1.561 -0.800

The multiplicity is 2. Its expectation value of S² is 0.7558. As for the HOMO energy (alpha / beta): -0.5363 / -0.5357 Ha. As for the strongest force on any atom: 2.33 eV/Å. As for the net charge: +1.

In elementary charge units, the Löwdin charges are:
1 O 0.16
2 O -0.04
3 O -0.05
4 O -0.06
5 O -0.03
6 C 0.28
7 C -0.06
8 H 0.05
9 H 0.01
10 H 0.04
11 H 0.04
12 H 0.03
13 H 0.05
14 H 0.01
15 H 0.12
16 H -0.02
17 H 0.17
18 H 0.18
19 H 0.13

***

A cluster of 3 separate species, C2H13N2O2 in total, computed with ωB97M-V with the def2-TZVPD basis set.

Positions of all 19 atoms, in Å:
O 0.524 -2.301 0.638
O -0.800 -0.818 2.564
N 0.018 1.422 0.472
N -0.787 -0.404 -1.345
C 0.485 0.331 -1.738
C 0.585 1.658 -0.854
H 0.435 0.612 -2.814
H 1.408 -2.211 0.978
H -1.134 -0.019 -0.469
H 1.646 1.956 -0.687
H 1.348 -0.312 -1.585
H 0.093 -2.529 1.544
H -0.468 -1.358 -1.271
H -0.160 2.243 1.031
H 0.600 0.845 1.040
H 0.161 2.669 -1.138
H -1.460 -0.300 -2.040
H -1.555 -0.403 2.198
H -0.937 -1.082 3.478

The multiplicity is 1. As for the HOMO energy: -0.5093 Ha. As for the strongest force on any atom: 2.71 eV/Å. As for the net charge: +1.

In elementary charge units, the Löwdin charges are:
1 O -0.09
2 O -0.04
3 N -0.03
4 N 0.20
5 C -0.08
6 C -0.22
7 H 0.14
8 H 0.03
9 H 0.12
10 H 0.12
11 H 0.12
12 H 0.09
13 H 0.13
14 H 0.09
15 H 0.06
16 H 0.14
17 H 0.14
18 H 0.02
19 H 0.07

***

A cluster of 4 separate species, C2H13N2O3 in total, computed with ωB97M-V with the def2-TZVPD basis set.

Positions of all 20 atoms, in Å:
O -1.771 -2.150 0.103
O 0.419 0.127 -2.445
O -0.975 2.283 -1.475
N 0.921 -1.430 -0.080
N 0.518 1.192 2.507
C 0.422 0.379 1.436
C 1.247 -0.655 1.139
H 1.632 -2.089 -0.383
H 0.100 -2.006 0.193
H -0.566 0.319 0.963
H 0.597 -0.850 -0.865
H -2.571 -1.963 -0.387
H -0.214 1.791 2.830
H -2.063 -2.057 1.022
H 1.123 0.559 -2.927
H -1.556 2.396 -2.243
H 2.282 -0.702 1.429
H -0.341 0.738 -2.362
H -0.478 3.093 -1.603
H 1.273 1.025 3.149

The multiplicity is 1. As for the HOMO energy: -0.4516 Ha. As for the strongest force on any atom: 2.22 eV/Å. As for the net charge: +1.

In elementary charge units, the Löwdin charges are:
1 O -0.04
2 O -0.06
3 O -0.05
4 N 0.15
5 N 0.10
6 C -0.19
7 C -0.10
8 H 0.17
9 H 0.11
10 H 0.13
11 H 0.09
12 H 0.07
13 H 0.11
14 H 0.07
15 H 0.06
16 H 0.07
17 H 0.11
18 H 0.02
19 H 0.06
20 H 0.11